[1]
One molecule with the formula C13H16N2O2S2, computed with wB97M-V/def2-TZVPD.

Geometry as XYZ:
```
35
C13H16N2O2S2 wB97M-V/def2-TZVPD
C 4.227 2.901 1.377
C 3.505 1.820 0.632
C 3.735 1.625 -0.724
C 3.061 0.641 -1.424
C 2.145 -0.179 -0.781
C 1.911 0.011 0.575
C 2.581 1.001 1.270
H 2.390 1.136 2.325
H 1.198 -0.626 1.074
C 1.382 -1.242 -1.528
N -0.028 -0.900 -1.595
S -1.122 -2.028 -1.098
O -2.374 -1.670 -1.690
O -0.626 -3.360 -1.257
N -1.091 -1.728 0.543
H -1.427 -2.540 1.040
C -1.753 -0.498 0.937
C -3.232 -0.510 0.727
C -4.005 0.402 0.083
C -5.375 0.056 0.067
C -5.623 -1.117 0.698
S -4.188 -1.823 1.329
H -6.559 -1.622 0.835
H -6.137 0.654 -0.401
H -3.610 1.292 -0.374
H -1.514 -0.317 1.991
H -1.306 0.293 0.331
H -0.331 -0.400 -2.412
H 1.427 -2.194 -0.993
H 1.800 -1.387 -2.529
H 3.256 0.505 -2.478
H 4.451 2.252 -1.236
H 5.281 2.918 1.105
H 4.143 2.758 2.451
H 3.804 3.875 1.128
```

The calculation puts the energy at -42485.9634 eV. The LUMO energy comes out at 0.665 eV. For the orbital gap, the calculation gives 9.44 eV. The SMILES is Cc1ccc(CNS(=O)(=O)NCc2cccs2)cc1.

[2]
One molecule with the formula C4H4N2O2 at a distorted geometry, computed with wB97M-V/def2-TZVPD.

Geometry as XYZ:
```
12
C4H4N2O2 wB97M-V/def2-TZVPD
C 0.758 0.817 -0.041
C -0.701 1.469 -0.091
C -1.788 0.684 -0.060
C 0.663 -0.705 -0.041
H 1.944 2.285 -0.082
H -0.810 2.470 0.211
H -2.662 1.105 0.131
H -2.381 -0.885 0.480
N 1.994 1.191 0.152
N -1.733 -0.599 -0.171
O -0.537 -1.371 0.252
O 1.598 -1.469 -0.154
```

The calculation puts the energy at -11283.7486 eV. The LUMO energy comes out at -0.157 eV. For the orbital gap, the calculation gives 9.16 eV. The energy relative to the best compared isomer or geometry (same formula, charge and spin) is 462.3 kJ/mol. The SMILES is [H]/N=c1\cc[nH]oc1=O.

[3]
One molecule with the formula C3H7NOS at a distorted geometry, computed with wB97M-V/def2-TZVPD.

Geometry as XYZ:
```
13
C3H7NOS wB97M-V/def2-TZVPD
C 1.399 1.192 0.074
C 0.718 -0.032 -0.514
C -0.693 -0.139 0.155
H 1.359 1.138 1.168
H 2.386 1.236 -0.357
H 0.860 2.147 -0.148
H 1.190 -0.962 -0.260
H -0.035 -0.655 -2.103
H -1.380 0.736 0.103
H -2.633 -2.415 1.714
N -1.026 -1.221 0.691
O 0.457 0.142 -1.898
S -2.601 -1.168 1.374
```

The calculation puts the energy at -17596.0517 eV. The LUMO energy comes out at 0.908 eV. For the orbital gap, the calculation gives 10.03 eV. The energy relative to the best compared isomer or geometry (same formula, charge and spin) is 181.2 kJ/mol. The SMILES is C[C@H](O)/C=N/S.

[4]
C4H10NO as an isolated structure at a distorted geometry, computed with wB97M-V/def2-TZVPD.

Geometry as XYZ:
```
16
C4H10NO wB97M-V/def2-TZVPD
C -0.933 0.661 1.077
C -0.558 -0.179 -0.655
C -0.273 0.262 -2.085
C 1.170 -0.765 1.221
N 0.407 0.330 0.477
O -1.685 0.367 -0.008
H -1.150 0.009 1.979
H -1.013 1.743 1.485
H -0.550 -1.241 -0.565
H 0.757 -0.161 -2.371
H -0.266 1.324 -2.211
H -0.972 -0.306 -2.612
H 0.509 -1.673 1.149
H 2.132 -0.985 0.615
H 1.444 -0.457 2.151
H 0.980 1.071 0.353
```

The calculation puts the energy at -7838.9811 eV. The LUMO energy comes out at -3.169 eV. As for the total charge: +1. For the orbital gap, the calculation gives 12.19 eV. The energy relative to the best compared isomer or geometry (same formula, charge and spin) is 225.4 kJ/mol.

[5]
One molecule with the formula C4H4O3S at a distorted geometry, computed with wB97M-V/def2-TZVPD.

Geometry as XYZ:
```
12
C4H4O3S wB97M-V/def2-TZVPD
C -1.716 0.824 -0.335
C -0.313 1.304 0.031
C 0.723 0.530 0.295
C 1.787 -1.618 0.104
H -2.968 -0.452 -0.192
H -0.170 2.313 -0.152
H 1.692 0.853 0.679
H 1.520 -2.629 -0.125
O -1.934 -0.537 -0.147
O -2.665 1.506 -0.679
O 0.709 -0.798 0.129
S 3.335 -1.294 0.391
```

The calculation puts the energy at -21188.9221 eV. The LUMO energy comes out at -0.630 eV. For the orbital gap, the calculation gives 8.99 eV. The energy relative to the best compared isomer or geometry (same formula, charge and spin) is 172.5 kJ/mol. The SMILES is O=C(O)/C=C\OC=S.

[6]
C37H54InN3P as an isolated structure at a distorted geometry, computed with wB97M-V/def2-TZVPD.

Geometry as XYZ:
```
96
C37H54InN3P wB97M-V/def2-TZVPD
In 0.227 -0.310 0.456
N 2.763 -2.201 2.163
N 1.908 1.324 1.741
C -2.397 0.394 1.808
C -1.715 0.125 3.020
C -1.198 -1.193 2.978
C -0.364 -1.889 3.978
H -0.045 -1.208 4.775
H 0.530 -2.314 3.497
H -0.917 -2.716 4.456
C -1.514 -1.752 1.706
C -1.191 -3.122 1.261
H -1.950 -3.860 1.571
H -0.221 -3.458 1.658
H -1.146 -3.147 0.165
C -2.274 -0.752 0.964
C -2.893 -0.943 -0.366
H -2.253 -1.593 -0.977
H -3.028 0.010 -0.895
H -3.881 -1.431 -0.312
C -1.471 1.093 4.105
H -2.205 0.990 4.921
H -1.538 2.119 3.726
H -0.469 0.932 4.526
C -3.033 1.665 1.405
H -2.996 1.778 0.315
H -2.513 2.522 1.850
H -4.095 1.722 1.706
C 3.511 -3.179 1.656
H 3.420 -4.164 2.109
C 4.376 -2.986 0.557
H 4.979 -3.829 0.214
C 4.414 -1.732 -0.070
H 5.011 -1.591 -0.975
C 3.627 -0.704 0.447
H 3.511 0.232 -0.075
C 2.848 -0.978 1.597
C 1.928 -0.033 2.167
H 1.587 -0.194 3.196
C 0.816 1.748 1.007
C 2.785 2.395 1.986
H 3.787 2.295 2.365
C 2.148 3.486 1.546
H 2.472 4.511 1.494
N 0.901 3.104 1.049
C -0.175 3.979 0.689
C -0.728 4.869 1.615
C -1.819 5.676 1.214
H -2.251 6.375 1.925
C -2.362 5.572 -0.067
C -3.479 6.474 -0.507
H -4.182 5.935 -1.151
H -3.096 7.320 -1.092
H -4.020 6.878 0.350
C -1.821 4.648 -0.946
H -2.252 4.536 -1.946
C -0.736 3.851 -0.577
C -0.236 2.843 -1.544
H 0.849 2.723 -1.523
H -0.543 3.117 -2.564
H -0.700 1.868 -1.330
C -0.224 4.980 3.007
H 0.697 5.577 3.067
H -0.028 4.002 3.467
H -0.982 5.484 3.623
C 2.159 -4.272 -1.211
C 2.023 -3.002 -2.051
C 2.278 -3.352 -3.523
P 0.407 -2.143 -1.737
C 0.678 -0.437 -2.557
C 1.950 -0.191 -3.378
C -0.581 0.029 -3.286
C -0.755 -3.400 -2.574
C -2.138 -2.961 -3.077
C -0.940 -4.691 -1.741
H 1.639 -5.113 -1.681
H 1.807 -4.134 -0.180
H 3.215 -4.559 -1.172
H 2.758 -2.266 -1.696
H 1.679 -4.218 -3.834
H 2.081 -2.526 -4.216
H 3.331 -3.637 -3.648
H 0.802 0.240 -1.666
H 1.882 -0.672 -4.363
H 2.045 0.894 -3.553
H 2.867 -0.496 -2.850
H -1.457 0.070 -2.616
H -0.426 1.053 -3.663
H -0.813 -0.622 -4.141
H -0.153 -3.671 -3.454
H -2.444 -3.711 -3.823
H -2.892 -2.988 -2.273
H -2.146 -1.977 -3.560
H -1.895 -4.698 -1.195
H -0.971 -5.533 -2.448
H -0.143 -4.889 -1.012
```

The calculation puts the energy at -58174.9533 eV. The LUMO energy comes out at 2.540 eV. As for the total charge: -1. For the orbital gap, the calculation gives 3.76 eV. The energy relative to the best compared isomer or geometry (same formula, charge and spin) is 90.4 kJ/mol.

[7]
One molecule with the formula C3H3F2NOS at a distorted geometry, computed with wB97M-V/def2-TZVPD.

Geometry as XYZ:
```
11
C3H3F2NOS wB97M-V/def2-TZVPD
C 1.157 -0.617 -0.948
C 0.070 0.667 0.804
C -1.275 -0.269 0.043
N 1.175 0.266 0.082
O 2.129 -1.003 -1.511
F -2.261 0.549 -0.425
F -1.887 -1.159 0.885
S -0.488 -1.303 -1.212
H -0.378 1.704 0.598
H -0.138 0.236 1.835
H 1.896 0.929 -0.153
```

The calculation puts the energy at -22966.7673 eV. The LUMO energy comes out at 0.638 eV. For the orbital gap, the calculation gives 10.92 eV. The energy relative to the best compared isomer or geometry (same formula, charge and spin) is 0.0 kJ/mol. The SMILES is O=C1NCC(F)(F)S1.

Which value of energy does entry 5 give?
-21188.9221 eV

The lowest orbital gap belongs to which entry?
C37H54InN3P

What is the energy in the third record?
-17596.0517 eV

Among the records above, which one has the lowest orbital gap?
C37H54InN3P